# 1
This record from OMol25 describes a cluster of 2 separate species, C2H3BrCl2O in total in a non-equilibrium geometry. The level of theory is wB97M-V/def2-TZVPD.

Geometry as XYZ:
```
9
Properties=species:S:1:pos:R:3
C -1.0655 -0.0586 0.8175
C 0.7619 0.2894 -0.2722
O 0.6948 0.5584 -1.5404
Cl 1.6570 -1.2603 0.0192
Cl 1.4487 1.6890 0.5450
Br -1.9233 -1.4462 -0.0864
H -1.5782 0.8979 0.7579
H -0.8169 -0.4578 1.8712
H 0.8213 -0.2119 -2.1119
```

Results
HOMO-LUMO gap: 9.6 eV
E_HOMO: -9.17 eV
Energy above the lowest of the compared OMol25 structures with the same formula, charge and spin: 41.9 kcal/mol

***

# 2
This record from OMol25 describes a structure of composition C2H6N2O in a non-equilibrium geometry. The level of theory is wB97M-V/def2-TZVPD.

Geometry as XYZ:
```
11
Properties=species:S:1:pos:R:3
C -0.6956 0.1875 -0.3236
C -2.1143 0.1413 -0.0057
N 0.1236 -0.6146 0.2216
N 2.8483 -0.2287 0.1631
O 1.6267 0.3011 0.2071
H -0.5453 1.1337 -0.9496
H -2.8119 0.2996 -0.8092
H -2.2480 0.7578 0.9739
H -2.4912 -0.8178 0.4354
H 3.2307 -0.1944 -0.7605
H 3.0769 -0.9654 0.8476
```

Results
HOMO-LUMO gap (spin up / spin down): 9.1 / 9.1 eV
E_HOMO (spin up / spin down): -8.39 / -8.39 eV
Energy above the lowest of the compared OMol25 structures with the same formula, charge and spin: 137.1 kcal/mol

***

# 3
This record from OMol25 describes an isolated molecule of C5H8O2 in a non-equilibrium geometry. The level of theory is wB97M-V/def2-TZVPD.

Geometry as XYZ:
```
15
Properties=species:S:1:pos:R:3
O 1.3323 -0.4867 -1.2169
C 1.0910 -0.2421 0.1348
C 0.6924 1.2542 0.2933
C -0.6992 1.2055 -0.2194
C -1.3824 0.0017 0.0427
C -0.2007 -1.0581 0.4788
O -0.3979 -2.0679 -0.3199
H 0.7586 -1.2822 -1.3774
H 1.9474 -0.5230 0.7666
H 0.7446 1.5725 1.3442
H 1.3274 1.9072 -0.3070
H -1.0311 1.8699 -1.0182
H -2.2033 -0.1488 0.7423
H -1.7612 -0.3326 -0.9417
H -0.2841 -1.2514 1.5651
```

Results
HOMO-LUMO gap (spin up / spin down): 6.6 / 9.6 eV
E_HOMO (spin up / spin down): -8.26 / -9.89 eV
Energy above the lowest of the compared OMol25 structures with the same formula, charge and spin: 93.7 kcal/mol

***

# 4
This record from OMol25 describes a cluster of 8 separate species, C29H36N7O3 in total in a non-equilibrium geometry. The level of theory is wB97M-V/def2-TZVPD.

Geometry as XYZ:
```
75
Properties=species:S:1:pos:R:3
O -7.9657 -25.3733 10.5970
C -6.9561 -26.2127 10.9760
O -6.3525 -25.9460 12.0515
O -6.6972 -27.2694 10.3328
H -7.9162 -24.7384 11.3348
N -9.5283 -23.2307 8.8300
C -9.1659 -22.3902 9.8522
C -10.0315 -21.3250 9.8211
C -10.9007 -21.5020 8.7133
C -10.5916 -22.7000 8.1550
H -9.0764 -24.0964 8.5768
H -8.4166 -22.6208 10.5871
H -10.0218 -20.4465 10.4478
H -11.7576 -20.9287 8.3924
H -11.0788 -23.1702 7.3174
N -12.0579 -27.4486 11.8508
C -10.7638 -27.2932 11.4287
C -10.5226 -28.2737 10.4902
C -11.6649 -29.1001 10.4142
C -12.5863 -28.5786 11.2863
H -12.4949 -26.9097 12.5715
H -10.2220 -26.4186 11.7478
H -9.5976 -28.3260 9.9380
H -11.7903 -29.9745 9.8001
H -13.5780 -28.9188 11.5394
N -8.4241 -21.7862 13.4495
C -7.9125 -23.0290 13.2087
C -8.9361 -23.9491 13.1540
C -10.1259 -23.2214 13.3461
C -9.7881 -21.8961 13.5108
H -7.8895 -20.9473 13.5397
H -6.8613 -23.1806 13.0075
H -8.7524 -25.0096 13.1268
H -11.1487 -23.5605 13.3052
H -10.3965 -21.0199 13.6710
N -8.2018 -28.4780 15.5635
C -7.5914 -29.7058 15.5281
C -7.3426 -30.0648 14.2382
C -7.9427 -29.0538 13.4200
C -8.3632 -28.0581 14.2510
H -8.4394 -27.9781 16.3942
H -7.3087 -30.1761 16.4595
H -6.8715 -30.9947 13.9697
H -7.9767 -29.0024 12.3436
H -8.7253 -27.0626 14.0631
N -7.3967 -27.2964 7.6723
C -8.6685 -26.8578 7.4201
C -8.7235 -26.4864 6.0958
C -7.4470 -26.6815 5.5270
C -6.6628 -27.2188 6.5267
H -7.1221 -27.7653 8.5378
H -9.4339 -26.8982 8.1760
H -9.5662 -26.0015 5.6252
H -7.1748 -26.4740 4.5059
H -5.6586 -27.6107 6.5247
N -3.6486 -25.4291 10.4365
C -2.9069 -25.1765 11.5574
C -1.8980 -26.1089 11.6338
C -1.9915 -26.8916 10.4541
C -3.0875 -26.4575 9.7513
H -4.4763 -24.9152 10.2055
H -3.2069 -24.3391 12.1638
H -1.1686 -26.1245 12.4256
H -1.2418 -27.6001 10.1379
H -3.5859 -26.8838 8.8968
N -3.3579 -27.6653 16.2380
C -4.6985 -27.5885 16.0407
C -4.9654 -26.5471 15.1795
C -3.7069 -25.9919 14.8441
C -2.7138 -26.7181 15.4633
H -2.8828 -28.2608 16.8857
H -5.3805 -28.2717 16.5217
H -5.9224 -26.2409 14.7951
H -3.5853 -25.1455 14.1933
H -1.6441 -26.6269 15.5277
```

Results
HOMO-LUMO gap: 7.8 eV
Total charge: -1
E_HOMO: -5.16 eV
Energy above the lowest of the compared OMol25 structures with the same formula, charge and spin: 0.2 kcal/mol

***

# 5
This record from OMol25 describes a structure of composition C5H6O5Tm in a non-equilibrium geometry. The level of theory is wB97M-V/def2-TZVPD.

Geometry as XYZ:
```
17
Properties=species:S:1:pos:R:3
H 2.3998 -0.0508 1.7146
O -2.7445 -2.0761 1.0819
C 1.6712 0.7550 1.7705
C -3.0490 -2.5591 2.1061
H 1.9656 1.6165 2.3677
H 0.8401 -0.1869 -3.2427
C 0.2141 0.2780 -2.4559
C 1.1482 0.6465 -1.3018
O 0.3100 1.1298 -0.2464
C 0.4115 0.7980 1.1195
O -3.2206 -2.5487 3.3078
O -0.8190 0.5777 1.4812
Tm -1.6897 -0.2362 -0.2574
O -0.8143 -0.5560 -2.0346
H -0.1784 1.2182 -2.8980
H 1.8660 1.4303 -1.5820
H 1.6891 -0.2363 -0.9306
```

Results
HOMO-LUMO gap (spin up / spin down): 4.9 / 4.5 eV
Total charge: +1
E_HOMO (spin up / spin down): -10.54 / -10.01 eV
2S+1: 3

***

# 6
This record from OMol25 describes a cluster of 5 separate species, CH11O4S in total in a non-equilibrium geometry. The level of theory is wB97M-V/def2-TZVPD.

Geometry as XYZ:
```
17
Properties=species:S:1:pos:R:3
C 1.2153 -0.4547 -1.4561
S 2.5798 -1.1931 -0.4709
H 1.5572 0.3550 -2.0952
H 0.7131 -1.2047 -2.0652
H 0.4609 -0.1878 -0.7134
H 1.7825 0.5051 1.5586
H 0.6461 0.8263 0.7245
O 1.0759 1.1757 1.4870
H 0.0079 -2.8929 1.6288
H 0.8924 -1.9088 0.7540
O 0.0122 -2.0289 1.1831
H -2.4410 0.6006 -0.7294
H -2.1526 -0.9182 -1.0194
O -2.6310 -0.1262 -1.3367
H -0.8284 2.6765 0.2904
H -1.2315 2.0939 1.4680
O -1.6588 2.6824 0.7919
```

Results
HOMO-LUMO gap: 6.8 eV
Total charge: -1
E_HOMO: -3.22 eV
Energy above the lowest of the compared OMol25 structures with the same formula, charge and spin: 19.2 kcal/mol

***

# 7
This record from OMol25 describes a structure of composition C18H14BrF3N3O5Rb in a non-equilibrium geometry. The level of theory is wB97M-V/def2-TZVPD.

Geometry as XYZ:
```
45
Properties=species:S:1:pos:R:3
Rb 1.7265 -0.2833 -1.6583
O -2.2836 0.2945 -4.2613
C -2.7998 1.4316 -3.7769
C -3.9866 1.9165 -4.3327
C -4.5728 3.0694 -3.8498
C -3.9885 3.7799 -2.8064
C -2.8041 3.3167 -2.2615
C -2.2087 2.1514 -2.7305
C -0.9243 1.6414 -2.0697
O -0.3047 0.6380 -2.6548
N -1.2917 1.3332 -0.6538
N -0.4758 0.6452 0.0936
C -0.8780 0.1961 1.2403
C -0.0086 -0.5139 2.1305
Br 1.7560 -0.8487 1.5006
C -0.4238 -0.8682 3.3633
C 0.2861 -1.5631 4.4295
C 0.0264 -1.1742 5.7480
C 0.6867 -1.7761 6.8030
C 1.5881 -2.8042 6.5608
C 1.8209 -3.2280 5.2598
C 1.1810 -2.6108 4.1991
H -1.4274 0.1482 -3.7903
H -4.4269 1.3578 -5.1481
H -5.4901 3.4315 -4.2955
H -4.4429 4.6866 -2.4311
H -2.3206 3.8781 -1.4671
H -0.2573 2.5334 -1.9798
H -2.2702 1.4540 -0.3812
H -1.9044 0.3554 1.5827
H -1.4304 -0.5425 3.6163
H -0.6867 -0.3813 5.9407
H 0.4951 -1.4447 7.8147
H 2.0981 -3.2816 7.3869
H 2.5081 -4.0413 5.0693
H 1.3584 -2.9667 3.1948
O 2.5337 -3.5744 -1.7684
N 1.4016 -3.4522 -1.7816
F 4.0374 0.8386 -2.1987
C 4.6772 0.1646 -3.2167
F 4.0737 0.5729 -4.3477
F 5.9309 0.6103 -3.2401
C 4.5388 -1.3829 -3.0000
O 5.5316 -2.0671 -3.1491
O 3.3516 -1.6406 -2.6827
```

Results
HOMO-LUMO gap (spin up / spin down): 7.1 / 3.7 eV
E_HOMO (spin up / spin down): -8.57 / -7.73 eV
Energy above the lowest of the compared OMol25 structures with the same formula, charge and spin: 32.3 kcal/mol

***

# 8
This record from OMol25 describes a cluster of 3 separate species, C4H12NO2 in total in a non-equilibrium geometry. The level of theory is wB97M-V/def2-TZVPD.

Geometry as XYZ:
```
19
Properties=species:S:1:pos:R:3
C -1.1091 2.3607 1.9393
C -0.1120 1.2683 1.6632
C -0.4290 0.0468 1.2204
N 0.3810 -0.6906 0.3155
C 0.2036 -1.9599 0.2053
H -1.8384 1.9594 2.6602
H -1.6886 2.6070 1.0513
H -0.6750 3.2931 2.3026
H 0.9020 1.5973 1.8837
H -1.4006 -0.3780 1.4690
H 0.9024 -0.3163 -0.5001
H 0.8382 -2.5640 -0.4288
H -0.6859 -2.3460 0.6899
H -1.6043 -0.8243 -3.0088
H -0.4461 -1.7272 -2.7828
O -0.7026 -0.8014 -2.6368
H 1.9561 -0.7049 -2.5503
H 3.2272 -0.3841 -1.8279
O 2.2810 -0.4359 -1.6649
```

Results
HOMO-LUMO gap: 8.5 eV
Total charge: +1
E_HOMO: -13.40 eV
Energy above the lowest of the compared OMol25 structures with the same formula, charge and spin: 65.7 kcal/mol

***

Number 1: E -3647.5664 hartree. Number 2: E -264.3688 hartree. Number 3: E -345.6556 hartree. Number 4: E -1735.6986 hartree. Number 5: E -1655.2092 hartree. Number 6: E -743.8831 hartree. Number 7: E -4132.3207 hartree. Number 8: E -364.5306 hartree.